No. 1
Molecular formula: C5H11NO3
Method: DFT, ωB97M-V with the def2-TZVPD basis set

Kohn-Sham gap, eV: 8.6
SMILES: O=C(O)NO.C=C(C)C
Energy above the lowest of the compared OMol25 structures with the same formula, charge and spin, kJ/mol: 397.81

Last column: natural (NBO) charge in e.
Atoms and positions in Å:
O (0.1546, 2.2806, -0.9772)  -0.6002
C (-0.0975, 1.6233, 0.0092)  0.8885
O (0.7669, 1.5617, 1.0831)  -0.7193
N (-1.4294, 1.4642, 0.4883)  -0.3981
O (-1.7888, 1.6477, 1.8403)  -0.5407
H (1.6267, 1.8667, 0.7647)  0.5069
H (-2.1778, 1.6873, -0.1544)  0.3927
H (-0.9959, 1.3950, 2.3402)  0.4829
C (-1.1924, -0.8507, -0.2681)  -0.3195
C (0.1655, -0.8524, -0.3714)  -0.0730
C (0.8223, -0.8757, -1.7290)  -0.6378
C (0.9989, -1.4883, 0.7138)  -0.6329
H (-1.8297, -0.7150, -1.1293)  0.1930
H (-1.6849, -1.1758, 0.6363)  0.1959
H (0.1874, -0.4046, -2.4790)  0.2187
H (1.7572, -0.3153, -1.6846)  0.2049
H (1.0457, -1.8967, -2.0455)  0.2123
H (0.4745, -1.4828, 1.6669)  0.2102
H (1.2561, -2.5181, 0.4581)  0.2132
H (1.9408, -0.9509, 0.8377)  0.2023

***

No. 2
Molecular formula: CH3Cl2OSn
Method: DFT, ωB97M-V with the def2-TZVPD basis set

Kohn-Sham gap, eV: 6.5
Energy above the lowest of the compared OMol25 structures with the same formula, charge and spin, kJ/mol: 0.00
Net charge: +1

Last column: natural (NBO) charge in e.
Atoms and positions in Å:
Sn (-3.6839, 2.2121, -12.6792)  1.6538
O (-5.2965, 2.3211, -11.0742)  -1.1669
H (-5.1794, 2.7071, -10.1843)  0.4945
C (-4.0758, 2.5452, -8.5184)  -0.3959
Cl (-5.7723, 2.1750, -7.9621)  0.0086
Cl (-3.1447, 3.3249, -7.1529)  0.0053
H (-3.6549, 1.5848, -8.8159)  0.2196
H (-3.9743, 3.2130, -9.3739)  0.1809

***

No. 3
Molecular formula: C32H22I2PRu
Method: DFT, ωB97M-V with the def2-TZVPD basis set

Kohn-Sham gap (alpha / beta), eV: 6.6 / 3.9
Net charge: +3
Spin multiplicity: 5

Last column: natural (NBO) charge in e.
Atoms and positions in Å:
Ru (0.9674, 0.7073, -1.5605)  0.5867
I (-1.3306, 1.7623, -2.6560)  0.4417
C (-2.6932, 1.2570, -1.1317)  -0.1645
C (-3.6026, 2.2623, -0.8916)  -0.1945
C (-4.8034, 1.9997, -0.2191)  -0.1958
C (-5.1102, 0.7100, 0.1025)  -0.1024
C (-4.1904, -0.3412, -0.1256)  -0.0555
C (-4.5825, -1.6706, 0.1652)  -0.0983
C (-3.7343, -2.7212, -0.0442)  -0.1956
C (-2.4171, -2.4510, -0.4275)  -0.1467
C (-1.9747, -1.1675, -0.6925)  -0.3463
P (-0.1799, -1.0894, -0.5946)  1.2158
C (0.3070, -1.5428, 1.0577)  -0.4638
C (-0.6125, -1.5562, 2.1096)  -0.1928
C (-0.1772, -1.8367, 3.3954)  -0.1784
C (1.1683, -2.0993, 3.6338)  -0.1359
C (2.0862, -2.0850, 2.5885)  -0.2114
C (1.6622, -1.8026, 1.3018)  -0.1266
C (0.5957, -2.1913, -1.7726)  -0.4477
C (0.9371, -1.6062, -2.9995)  -0.1405
C (1.5067, -2.3549, -4.0172)  -0.2071
C (1.7343, -3.7074, -3.8009)  -0.1300
C (1.4343, -4.2918, -2.5749)  -0.1504
C (0.8801, -3.5401, -1.5525)  -0.1716
C (-2.8947, -0.0754, -0.6672)  -0.1049
H (-3.4188, 3.2595, -1.2687)  0.2468
H (-5.5043, 2.7994, -0.0320)  0.2617
H (-6.0720, 0.4691, 0.5357)  0.2509
H (-5.5817, -1.8416, 0.5422)  0.2531
H (-4.0503, -3.7370, 0.1400)  0.2595
H (-1.7151, -3.2765, -0.4676)  0.2326
H (-1.6662, -1.3777, 1.9289)  0.2326
H (-0.8876, -1.8685, 4.2097)  0.2488
H (1.5018, -2.3300, 4.6371)  0.2525
H (3.1268, -2.3070, 2.7782)  0.2485
H (2.3804, -1.8083, 0.4883)  0.2138
H (0.7210, -0.5486, -3.2478)  0.1613
H (1.7583, -1.9009, -4.9651)  0.2507
H (2.1550, -4.3131, -4.5918)  0.2597
H (1.6313, -5.3440, -2.4229)  0.2592
H (0.6644, -3.9961, -0.5949)  0.2442
I (3.3441, 1.6955, -2.4143)  0.5264
C (3.2800, 2.9645, -0.7784)  -0.0307
C (4.2771, 3.9336, -0.6871)  -0.2302
C (4.2883, 4.7981, 0.3921)  -0.0993
C (3.2996, 4.6902, 1.3789)  0.0256
C (2.2923, 3.7179, 1.2971)  -0.1440
C (1.3153, 3.6386, 2.3089)  -0.0247
C (0.3172, 2.6840, 2.2301)  -0.1579
C (0.2868, 1.8073, 1.1569)  -0.1778
C (1.2174, 1.8403, 0.1088)  -0.1186
C (2.2465, 2.8117, 0.1911)  -0.0786
H (5.0381, 4.0129, -1.4519)  0.2687
H (5.0554, 5.5566, 0.4752)  0.2752
H (3.3102, 5.3757, 2.2169)  0.2590
H (1.3529, 4.3301, 3.1404)  0.2571
H (-0.4315, 2.6224, 3.0069)  0.2602
H (-0.5088, 1.0738, 1.1326)  0.2299

***

No. 4
Molecular formula: C2H6NO2S2
Method: DFT, ωB97M-V with the def2-TZVPD basis set

Kohn-Sham gap, eV: 7.3
Energy above the lowest of the compared OMol25 structures with the same formula, charge and spin, kJ/mol: 303.78
Net charge: -1

Last column: natural (NBO) charge in e.
Atoms and positions in Å:
C (0.7350, -1.4727, 0.1948)  -0.0636
C (1.7929, 0.3665, -0.3995)  -0.4474
N (1.6265, -0.6529, 0.4785)  -0.4303
O (-2.6801, -0.5210, 1.1590)  -0.9899
O (-2.1318, -0.3379, -1.3042)  -1.0132
S (-1.8044, 2.2757, 0.0761)  -0.5555
S (-1.7875, -0.0465, 0.1220)  1.4946
H (-1.9988, 2.1524, 1.3988)  0.1157
H (0.2866, -1.4275, -0.7363)  0.1503
H (0.5566, -2.2367, 0.8367)  0.1587
H (2.9445, 0.6491, -0.3862)  0.1806
H (1.3425, 0.0475, -1.4077)  0.1633
H (1.1180, 1.2041, -0.0320)  0.2370

***

No. 5
Molecular formula: C4H12S
Method: DFT, ωB97M-V with the def2-TZVPD basis set

Kohn-Sham gap, eV: 9.9
SMILES: CCS.CC
Energy above the lowest of the compared OMol25 structures with the same formula, charge and spin, kJ/mol: 38.27

Last column: natural (NBO) charge in e.
Atoms and positions in Å:
C (-0.7267, 0.5383, -1.9622)  -0.6185
C (0.5567, 1.3262, -1.8009)  -0.5252
S (0.7240, 2.4036, -0.3453)  -0.0391
H (-1.5828, 1.0095, -1.4933)  0.2120
H (-0.6294, -0.4621, -1.5557)  0.2133
H (-0.8879, 0.3997, -3.0270)  0.2175
H (1.4761, 0.7527, -1.9307)  0.2244
H (0.7507, 1.9846, -2.6587)  0.2052
H (-0.5734, 2.6820, -0.2396)  0.1124
C (0.6845, -1.5955, 1.4382)  -0.6144
C (-0.4693, -1.1229, 2.3402)  -0.6146
H (1.6445, -1.1939, 1.7426)  0.2074
H (0.8090, -2.6695, 1.3221)  0.2044
H (0.4888, -1.1798, 0.4591)  0.1998
H (-1.0838, -1.9311, 2.7322)  0.2056
H (-0.0853, -0.5320, 3.1745)  0.2063
H (-1.0955, -0.4098, 1.8044)  0.2035

***

No. 6
Molecular formula: C51H47BrEuN3O6S2Sb
Method: DFT, ωB97M-V with the def2-TZVPD basis set

Kohn-Sham gap (alpha / beta), eV: 4.8 / 6.5
Energy above the lowest of the compared OMol25 structures with the same formula, charge and spin, kJ/mol: 0.00
Net charge: -2
Spin multiplicity: 8

Last column: Mulliken charge in e.
Atoms and positions in Å:
Eu (0.3492, 0.0621, -0.1368)  -0.3781
Br (-2.0069, -1.4251, 1.1133)  -0.1402
C (-1.8221, -3.0492, 0.0117)  0.3075
C (-2.4872, -4.1570, 0.4591)  -0.7028
C (-2.4270, -5.3450, -0.2824)  -0.5379
C (-1.7442, -5.3672, -1.4653)  -0.8732
C (-1.0541, -4.2272, -1.9304)  1.1324
C (-0.3527, -4.2579, -3.1515)  -0.9757
C (0.3073, -3.1452, -3.5905)  -1.2143
C (0.3462, -1.9856, -2.8010)  0.0033
C (-0.2946, -1.8555, -1.5694)  0.1336
C (-1.0442, -3.0127, -1.1673)  0.4546
H (-3.0598, -4.1159, 1.3713)  0.4109
H (-2.9323, -6.2236, 0.0928)  0.3761
H (-1.7198, -6.2638, -2.0729)  0.3243
H (-0.3471, -5.1734, -3.7283)  0.2873
H (0.8178, -3.1619, -4.5455)  0.4145
H (0.9232, -1.1534, -3.1952)  0.3597
O (-2.4096, 5.4205, -3.9912)  -0.7078
C (-3.2269, 4.7903, -3.3209)  0.3462
O (-4.3935, 5.0327, -3.0142)  -0.7394
C (-2.6665, 3.4289, -2.7173)  -0.0625
C (-3.4658, 2.5528, -1.9895)  -0.8567
C (-2.8960, 1.4397, -1.4036)  -0.4319
N (-1.5879, 1.1648, -1.4750)  0.4017
C (-0.8302, 2.0044, -2.2016)  -0.3415
C (-1.3160, 3.1269, -2.8400)  -0.7187
C (0.6374, 1.7051, -2.1094)  1.2700
O (1.2692, 1.1486, -3.0063)  -0.7769
O (1.1548, 2.0315, -0.9865)  -0.5202
H (-4.5172, 2.7816, -1.8880)  0.4281
H (-3.4894, 0.7349, -0.8295)  0.4141
H (-0.6788, 3.7936, -3.4036)  0.6616
C (-1.5910, 5.5597, 2.6739)  -0.9453
C (-2.0702, 4.2850, 3.3689)  -0.9922
N (-0.9545, 3.4651, 3.7822)  0.3508
C (-0.4342, 3.6532, 5.1192)  -0.2464
C (-1.1020, 2.7109, 6.1213)  -1.2594
C (-0.3290, 2.6449, 2.9115)  0.0782
S (-1.0141, 2.3697, 1.3817)  -0.2536
N (0.8714, 2.2039, 3.2972)  -0.0442
C (1.5017, 1.2015, 2.7207)  -1.0745
O (0.9590, 0.3030, 2.0165)  -0.2277
C (2.9669, 1.1360, 2.9705)  0.8612
C (3.6854, 0.0589, 2.4597)  0.1321
C (5.0618, 0.0209, 2.5811)  -1.0785
C (5.7287, 1.0565, 3.2133)  -0.5485
C (5.0154, 2.1217, 3.7401)  -0.7338
C (3.6399, 2.1601, 3.6271)  -0.1981
H (-2.4391, 6.1964, 2.4394)  0.4336
H (-1.0886, 5.2991, 1.7467)  0.1510
H (-0.8970, 6.1100, 3.3091)  0.2990
H (-2.6853, 3.7023, 2.6795)  0.4694
H (-2.6658, 4.5292, 4.2525)  0.4607
H (-0.5996, 4.6919, 5.4234)  0.4750
H (0.6372, 3.4439, 5.0955)  -0.0219
H (-2.1670, 2.9143, 6.1981)  0.3271
H (-0.6548, 2.8297, 7.1053)  0.4184
H (-0.9735, 1.6808, 5.8009)  0.2475
H (3.1532, -0.7378, 1.9612)  0.5739
H (5.6158, -0.8147, 2.1793)  0.4267
H (6.8067, 1.0378, 3.2920)  0.3982
H (5.5353, 2.9288, 4.2357)  0.4037
H (3.0708, 2.9761, 4.0423)  0.3171
C (2.9956, -3.7830, 1.4959)  -0.3328
C (2.3300, -3.5217, 2.8542)  -0.6160
C (1.0900, -2.6806, 2.4950)  -0.5495
O (1.1915, -2.3580, 1.1117)  0.8670
C (1.8731, -3.4507, 0.5139)  -0.8451
H (3.3455, -4.8070, 1.3852)  0.5292
H (3.8260, -3.0975, 1.3304)  -0.0441
H (2.9990, -2.9932, 3.5297)  0.2714
H (2.0330, -4.4538, 3.3323)  0.2928
H (1.0290, -1.7437, 3.0474)  -0.1852
H (0.1712, -3.2557, 2.6696)  0.5928
H (2.2312, -3.1354, -0.4675)  0.3465
H (1.1814, -4.3005, 0.4100)  0.3379
S (3.0182, -0.5868, -0.8297)  -0.5774
Sb (3.5818, 1.5540, -1.4699)  2.1015
C (3.8685, 3.1578, -0.0668)  0.7659
C (2.9202, 3.5446, 0.8604)  0.1299
C (3.1436, 4.6485, 1.6652)  -0.5010
C (4.3163, 5.3689, 1.5366)  -0.7576
C (5.2527, 5.0037, 0.5836)  -0.9350
C (5.0250, 3.9060, -0.2227)  -0.6747
C (5.6159, 0.9050, -1.7589)  0.4089
C (6.6043, 1.0903, -0.8078)  -0.1922
C (7.8507, 0.5098, -0.9715)  -0.7947
C (8.1200, -0.2625, -2.0886)  -0.4817
C (7.1216, -0.4905, -3.0201)  -0.9133
C (5.8748, 0.0768, -2.8415)  -0.5566
C (3.3512, 2.9115, -3.1531)  0.9929
C (3.9605, 2.6378, -4.3642)  -0.5889
C (3.8081, 3.5167, -5.4239)  -0.6238
C (3.0494, 4.6648, -5.2756)  -0.6194
C (2.4569, 4.9479, -4.0563)  -0.5651
C (2.6081, 4.0702, -2.9953)  -0.5507
H (1.9842, 3.0116, 0.9406)  -0.1306
H (2.3953, 4.9368, 2.3895)  0.4609
H (4.4953, 6.2285, 2.1642)  0.3672
H (6.1599, 5.5770, 0.4624)  0.3764
H (5.7397, 3.6310, -0.9871)  0.5460
H (6.3970, 1.6789, 0.0766)  0.4232
H (8.6088, 0.6527, -0.2134)  0.4095
H (9.0981, -0.7030, -2.2235)  0.3678
H (7.3056, -1.1224, -3.8775)  0.3965
H (5.0786, -0.1500, -3.5402)  0.3851
H (4.5564, 1.7425, -4.4778)  0.1261
H (4.2778, 3.2970, -6.3729)  0.3913
H (2.9136, 5.3342, -6.1127)  0.3538
H (1.8650, 5.8444, -3.9347)  0.4403
H (2.1360, 4.2898, -2.0459)  0.4068

***

No. 7
Molecular formula: C18H14N4O5S
Method: DFT, ωB97M-V with the def2-TZVPD basis set

Kohn-Sham gap, eV: 7.8
SMILES: O=C(Nc1cccnc1)c1ccc(NS(=O)(=O)c2cccc([N+](=O)[O-])c2)cc1
Energy above the lowest of the compared OMol25 structures with the same formula, charge and spin, kJ/mol: 7.64

Last column: natural (NBO) charge in e.
Atoms and positions in Å:
O (-1.6173, 2.9167, 1.8848)  -0.5991
C (-0.9074, 1.9456, 1.7305)  0.6755
N (0.3576, 1.8307, 2.2405)  -0.5926
C (1.0561, 2.7338, 3.0397)  0.1043
C (0.5238, 3.9321, 3.5118)  -0.2054
C (1.3218, 4.7398, 4.3037)  -0.2329
C (2.6137, 4.3312, 4.5972)  0.0097
N (3.1246, 3.1940, 4.1534)  -0.3989
C (2.3704, 2.4220, 3.4004)  0.0031
C (-1.3475, 0.7669, 0.9294)  -0.1725
C (-0.9053, -0.5349, 1.1543)  -0.1624
C (-1.3775, -1.5813, 0.3868)  -0.2945
C (-2.3011, -1.3441, -0.6292)  0.2495
N (-2.7589, -2.3980, -1.4067)  -0.8706
S (-1.8223, -3.7373, -1.7612)  2.3242
O (-2.4465, -4.3397, -2.8941)  -0.9185
O (-1.5909, -4.5146, -0.5867)  -0.9194
C (-0.2611, -2.9853, -2.2528)  -0.3321
C (0.9049, -3.3245, -1.5913)  -0.1479
C (2.1043, -2.7312, -1.9594)  -0.2081
C (2.1265, -1.7975, -2.9808)  -0.1823
C (0.9427, -1.4708, -3.6317)  0.0865
N (0.9593, -0.4835, -4.6948)  0.5188
O (2.0362, -0.0568, -5.0401)  -0.3640
O (-0.1075, -0.1504, -5.1563)  -0.3671
C (-0.2620, -2.0648, -3.2785)  -0.1871
C (-2.7632, -0.0466, -0.8458)  -0.2777
C (-2.2986, 0.9895, -0.0647)  -0.1285
H (0.8823, 1.0050, 1.9881)  0.4004
H (-0.4845, 4.2146, 3.2585)  0.2600
H (0.9411, 5.6743, 4.6852)  0.2218
H (3.2719, 4.9307, 5.2107)  0.1933
H (2.8312, 1.5007, 3.0614)  0.1795
H (-0.2197, -0.7574, 1.9595)  0.2114
H (-1.0639, -2.5932, 0.5826)  0.2416
H (-3.4255, -2.1724, -2.1280)  0.4248
H (0.8522, -4.0541, -0.7984)  0.2490
H (3.0180, -2.9947, -1.4504)  0.2318
H (3.0429, -1.3151, -3.2867)  0.2554
H (-1.1682, -1.8143, -3.8077)  0.2621
H (-3.4929, 0.1392, -1.6198)  0.2170
H (-2.6596, 1.9957, -0.2132)  0.2419

***

No. 8
Molecular formula: C2H3NO
Method: DFT, ωB97M-V with the def2-TZVPD basis set

Kohn-Sham gap, eV: 10.4
SMILES: C=C=NO
Energy above the lowest of the compared OMol25 structures with the same formula, charge and spin, kJ/mol: 402.93

Last column: natural (NBO) charge in e.
Atoms and positions in Å:
C (0.1312, 0.4566, -1.0988)  -0.3946
C (-0.8656, 0.2986, -0.2598)  0.2574
N (-1.1441, -0.1448, 0.8689)  -0.1592
O (0.2872, -0.5886, 1.1905)  -0.6471
H (0.4122, -0.3614, -1.7527)  0.2358
H (0.7646, 1.3317, -1.0099)  0.2354
H (0.4146, -0.9921, 2.0618)  0.4722